A) Computed, not measured: a single C5H8N2 molecule, with the ωB97M-V functional and the def2-TZVPD basis.

Last columns: bonded neighbours and bond lengths (Å).
Positions of all 15 atoms, in Å:
1 C -1.04 1.71 -0.51  C2 1.504, H8 1.228, H9 1.102, H10 1.156
2 C -0.36 0.62 0.28  C1 1.504, N3 1.429, C6 1.377
3 N -0.28 0.72 1.71  C2 1.429, C4 1.304
4 C 0.18 -0.42 2.16  N3 1.304, N5 1.376, H11 1.139
5 N 0.60 -1.21 1.12  C4 1.376, C6 1.378, H12 1.053
6 C 0.31 -0.53 -0.04  C2 1.377, N5 1.378, C7 1.475
7 C 0.56 -0.92 -1.44  C6 1.475, H13 1.060, H14 1.169, H15 1.132
8 H -0.54 1.59 -1.63  C1 1.228
9 H -0.67 2.68 -0.14  C1 1.102
10 H -2.18 1.55 -0.46  C1 1.156
11 H 0.36 -0.51 3.28  C4 1.139
12 H 0.95 -2.20 1.05  N5 1.053
13 H 0.05 -0.23 -2.06  C7 1.060
14 H 0.39 -2.04 -1.73  C7 1.169
15 H 1.68 -0.83 -1.60  C7 1.132

HOMO energy: -8.2 eV
lowest unoccupied orbital energy: 0.90 eV
SMILES: Cc1nc[nH]c1C

Listed below, in e, are the natural (NBO) charges computed for each atom:
1. C -0.632
2. C 0.066
3. N -0.464
4. C 0.155
5. N -0.548
6. C 0.097
7. C -0.637
8. H 0.201
9. H 0.237
10. H 0.234
11. H 0.211
12. H 0.421
13. H 0.231
14. H 0.213
15. H 0.215

B) Computed, not measured: a single C5H8N2 molecule, with the ωB97M-V functional and the def2-TZVPD basis.

Last columns: bonded neighbours and bond lengths (Å).
Positions of all 15 atoms, in Å:
1 C 0.49 -1.50 -0.01  C2 1.518, H8 1.098, H9 1.095, H10 1.092
2 C 0.39 0.00 0.21  C1 1.518, C3 1.544, C6 1.453, N7 1.439
3 C 0.21 0.79 -1.10  C2 1.544, C4 1.470, H11 1.094, H12 1.095
4 C -1.10 0.50 -1.71  C3 1.470, N5 1.157
5 N -2.15 0.25 -2.13  C4 1.157
6 C -0.48 0.51 1.26  C2 1.453, N7 1.624, H13 1.094, H14 1.078
7 N 1.13 0.75 1.19  C2 1.439, C6 1.624, H15 1.069
8 H -0.44 -1.86 -0.48  C1 1.098
9 H 1.32 -1.76 -0.67  C1 1.095
10 H 0.63 -2.02 0.94  C1 1.092
11 H 0.99 0.56 -1.83  C3 1.094
12 H 0.27 1.86 -0.88  C3 1.095
13 H -0.83 -0.26 1.96  C6 1.094
14 H -1.10 1.36 1.09  C6 1.078
15 H 0.68 0.81 2.15  N7 1.069

HOMO energy: -9.3 eV
lowest unoccupied orbital energy: 0.86 eV
SMILES: C[C@@]1(CC#N)CN1

Listed below, in e, are the natural (NBO) charges computed for each atom:
1. C -0.625
2. C 0.096
3. C -0.514
4. C 0.286
5. N -0.331
6. C -0.279
7. N -0.677
8. H 0.228
9. H 0.218
10. H 0.223
11. H 0.252
12. H 0.268
13. H 0.212
14. H 0.216
15. H 0.428

C) Computed, not measured: a single C5H8N2 molecule, with the ωB97M-V functional and the def2-TZVPD basis.

Last columns: bonded neighbours and bond lengths (Å).
Positions of all 15 atoms, in Å:
1 C -2.45 -0.52 0.27  C2 1.493, H8 1.096, H9 1.095, H10 1.091
2 C -1.03 -0.10 0.07  C1 1.493, C3 1.408, N7 1.328
3 C -0.67 1.15 -0.47  C2 1.408, C4 1.374, H11 1.081
4 C 0.70 1.16 -0.44  C3 1.374, N5 1.354, H12 1.082
5 N 1.08 -0.03 0.09  C4 1.354, C6 1.447, N7 1.347
6 C 2.43 -0.57 0.14  N5 1.447, H13 1.093, H14 1.096, H15 1.090
7 N 0.03 -0.82 0.40  C2 1.328, N5 1.347
8 H -3.04 -0.11 -0.56  C1 1.096
9 H -2.87 -0.11 1.19  C1 1.095
10 H -2.56 -1.61 0.30  C1 1.091
11 H -1.38 1.88 -0.84  C3 1.081
12 H 1.43 1.90 -0.73  C4 1.082
13 H 3.13 0.23 0.41  C6 1.093
14 H 2.72 -0.98 -0.83  C6 1.096
15 H 2.45 -1.35 0.89  C6 1.090

HOMO energy: -8.9 eV
lowest unoccupied orbital energy: 1.05 eV
SMILES: Cc1ccn(C)n1

Listed below, in e, are the natural (NBO) charges computed for each atom:
1. C -0.636
2. C 0.133
3. C -0.350
4. C -0.040
5. N -0.168
6. C -0.402
7. N -0.278
8. H 0.216
9. H 0.220
10. H 0.228
11. H 0.226
12. H 0.215
13. H 0.206
14. H 0.201
15. H 0.229

D) Computed, not measured: a single C5H8N2 molecule, with the ωB97M-V functional and the def2-TZVPD basis.

Last columns: bonded neighbours and bond lengths (Å).
Positions of all 15 atoms, in Å:
1 C -0.98 1.17 1.95  C2 1.495, H8 1.077, H9 1.097, H10 1.095
2 C -0.17 0.60 0.83  C1 1.495, C3 1.410, C7 1.371
3 C 1.20 0.26 0.85  C2 1.410, N4 1.327, H11 1.085
4 N 1.56 -0.41 -0.23  C3 1.327, N5 1.336
5 N 0.44 -0.52 -0.95  N4 1.336, C6 1.440, C7 1.353
6 C 0.45 -1.24 -2.20  N5 1.440, H12 1.093, H13 1.090, H14 1.092
7 C -0.62 0.05 -0.34  C2 1.371, N5 1.353, H15 1.082
8 H -0.96 0.43 2.74  C1 1.077
9 H -2.02 1.35 1.66  C1 1.097
10 H -0.58 2.11 2.33  C1 1.095
11 H 1.94 0.46 1.63  C3 1.085
12 H 0.36 -2.32 -2.02  C6 1.093
13 H 1.39 -1.03 -2.71  C6 1.090
14 H -0.39 -0.90 -2.81  C6 1.092
15 H -1.62 0.00 -0.75  C7 1.082

HOMO energy: -8.8 eV
lowest unoccupied orbital energy: 1.00 eV
SMILES: Cc1cnn(C)c1

Listed below, in e, are the natural (NBO) charges computed for each atom:
1. C -0.621
2. C -0.136
3. C -0.063
4. N -0.262
5. N -0.163
6. C -0.400
7. C -0.059
8. H 0.218
9. H 0.214
10. H 0.218
11. H 0.205
12. H 0.204
13. H 0.225
14. H 0.207
15. H 0.214

Q: Which of them is the most stable? A: C).

A) Computed, not measured: a single C5H8N2 molecule, with the ωB97M-V functional and the def2-TZVPD basis.

Last columns: bonded neighbours and bond lengths (Å).
Positions of all 15 atoms, in Å:
1 C -2.11 -0.14 0.52  N7 1.491, H8 1.094, H9 1.090, H10 1.090
2 N 0.61 -1.11 -0.69  C3 1.357, C6 1.335
3 C 1.92 -1.10 -0.33  N2 1.357, C4 1.396, H11 1.086
4 C 2.30 0.11 0.24  C3 1.396, C5 1.412, H12 1.084
5 C 1.15 0.93 0.25  C4 1.412, C6 1.387, H13 1.085
6 C 0.20 0.11 -0.34  N2 1.335, C5 1.387, N7 1.472
7 N -1.23 0.38 -0.56  C1 1.491, C6 1.472, H14 1.021, H15 1.024
8 H -3.16 0.04 0.28  C1 1.094
9 H -1.90 -1.21 0.61  C1 1.090
10 H -1.83 0.36 1.45  C1 1.090
11 H 2.54 -1.98 -0.50  C3 1.086
12 H 3.29 0.39 0.60  C4 1.084
13 H 1.05 1.95 0.60  C5 1.085
14 H -1.38 1.38 -0.70  N7 1.021
15 H -1.46 -0.10 -1.44  N7 1.024

HOMO energy: -7.2 eV
lowest unoccupied orbital energy: 0.26 eV

Listed below, in e, are the natural (NBO) charges computed for each atom:
1. C -0.413
2. N -0.549
3. C -0.090
4. C -0.338
5. C -0.387
6. C 0.134
7. N -0.493
8. H 0.203
9. H 0.245
10. H 0.227
11. H 0.188
12. H 0.209
13. H 0.209
14. H 0.420
15. H 0.434

B) Computed, not measured: a single C5H8N2 molecule, with the ωB97M-V functional and the def2-TZVPD basis.

Last columns: bonded neighbours and bond lengths (Å).
Positions of all 15 atoms, in Å:
1 C 0.65 1.54 -1.91  N2 1.480, H8 1.096, H9 1.095
2 N -0.16 0.67 -1.03  C1 1.480, C3 1.333, N7 1.336
3 C -1.36 0.14 -0.82  N2 1.333, C4 1.397, H11 1.080
4 C -1.28 -0.65 0.33  C3 1.397, C5 1.399, H12 1.082
5 C 0.04 -0.55 0.79  C4 1.399, C6 1.493, N7 1.341
6 C 0.71 -1.15 1.98  C5 1.493, H13 1.094, H14 1.093, H15 1.095
7 N 0.67 0.26 -0.08  N2 1.336, C5 1.341, H10 1.157
8 H 0.20 2.54 -1.93  C1 1.096
9 H 0.64 1.12 -2.93  C1 1.095
10 H 1.53 0.87 -0.56  N7 1.157
11 H -2.19 0.34 -1.48  C3 1.080
12 H -2.07 -1.23 0.79  C4 1.082
13 H 1.74 -1.44 1.74  C6 1.094
14 H 0.16 -2.03 2.31  C6 1.093
15 H 0.74 -0.43 2.81  C6 1.095

HOMO energy: -7.6 eV
lowest unoccupied orbital energy: 0.92 eV

Listed below, in e, are the natural (NBO) charges computed for each atom:
1. C -0.698
2. N -0.106
3. C 0.005
4. C -0.337
5. C 0.179
6. C -0.642
7. N -0.345
8. H 0.176
9. H 0.176
10. H 0.438
11. H 0.229
12. H 0.232
13. H 0.232
14. H 0.230
15. H 0.232

C) Computed, not measured: a single C5H8N2 molecule, with the ωB97M-V functional and the def2-TZVPD basis.

Last columns: bonded neighbours and bond lengths (Å).
Positions of all 15 atoms, in Å:
1 C -1.57 -1.01 0.80  C2 1.329, H8 1.089, H9 1.087
2 C -0.63 -0.13 1.14  C1 1.329, C3 1.505, H10 1.090
3 C 0.84 -0.31 0.88  C2 1.505, N4 1.459, H11 1.104, H12 1.098
4 N 1.40 0.91 0.31  C3 1.459, C5 1.427, H13 1.015
5 C 0.84 1.30 -0.95  N4 1.427, C6 1.317, H14 1.086
6 C 0.16 0.47 -1.72  C5 1.317, N7 1.233
7 N -0.46 -0.34 -2.41  C6 1.233, H15 1.024
8 H -1.32 -1.94 0.29  C1 1.089
9 H -2.62 -0.84 1.03  C1 1.087
10 H -0.89 0.80 1.64  C2 1.090
11 H 1.00 -1.20 0.25  C3 1.104
12 H 1.37 -0.49 1.83  C3 1.098
13 H 2.41 0.85 0.25  N4 1.015
14 H 0.90 2.35 -1.22  C5 1.086
15 H -1.44 -0.44 -2.11  N7 1.024

HOMO energy: -8.2 eV
lowest unoccupied orbital energy: 1.02 eV
SMILES: C=CCNC=C=N

Listed below, in e, are the natural (NBO) charges computed for each atom:
1. C -0.412
2. C -0.173
3. C -0.267
4. N -0.606
5. C -0.248
6. C 0.370
7. N -0.622
8. H 0.194
9. H 0.203
10. H 0.206
11. H 0.175
12. H 0.212
13. H 0.370
14. H 0.229
15. H 0.369

Q: Which of them is the most stable? A: A).

A) Computed, not measured: a single C5H8N2 molecule, with the ωB97M-V functional and the def2-TZVPD basis.

Last columns: bonded neighbours and bond lengths (Å).
Positions of all 15 atoms, in Å:
1 C 0.89 1.34 0.86  C2 1.523, H8 1.088, H9 1.087, H10 1.089
2 C 1.04 0.44 -0.36  C1 1.523, C3 1.597, N5 1.425, H11 1.101
3 C 2.08 -0.71 0.01  C2 1.597, N4 1.141
4 N 2.82 -1.54 0.28  C3 1.141
5 N -0.21 0.03 -0.90  C2 1.425, C6 1.437, C7 1.439
6 C -1.11 -0.83 -0.19  N5 1.437, C7 1.481, H12 1.082, H13 1.085
7 C -0.45 -1.28 -1.44  N5 1.439, C6 1.481, H14 1.084, H15 1.083
8 H 0.40 0.80 1.67  C1 1.088
9 H 0.28 2.20 0.59  C1 1.087
10 H 1.87 1.68 1.19  C1 1.089
11 H 1.58 0.98 -1.16  C2 1.101
12 H -2.15 -0.52 -0.23  C6 1.082
13 H -0.80 -1.28 0.74  C6 1.085
14 H 0.33 -2.03 -1.36  C7 1.084
15 H -1.01 -1.29 -2.37  C7 1.083

HOMO energy: -9.8 eV
lowest unoccupied orbital energy: 1.02 eV
SMILES: C[C@@H](C#N)N1CC1

Listed below, in e, are the natural (NBO) charges computed for each atom:
1. C -0.606
2. C -0.090
3. C 0.238
4. N -0.346
5. N -0.404
6. C -0.259
7. C -0.246
8. H 0.216
9. H 0.225
10. H 0.226
11. H 0.231
12. H 0.205
13. H 0.198
14. H 0.207
15. H 0.204

B) Computed, not measured: a single C5H8N2 molecule, with the ωB97M-V functional and the def2-TZVPD basis.

Last columns: bonded neighbours and bond lengths (Å).
Positions of all 15 atoms, in Å:
1 C -0.43 -2.24 -0.73  N2 1.491, H8 1.086, H9 1.094, H10 1.090
2 N 0.88 -1.56 -0.94  C1 1.491, C3 1.253
3 C 0.63 -0.34 -0.79  N2 1.253, C4 1.412, N7 1.492
4 C 0.75 1.06 -0.93  C3 1.412, C5 1.481, N7 1.529, H11 1.079
5 C -0.03 1.46 0.26  C4 1.481, C6 1.511, N7 1.460, H12 1.091
6 C 0.32 1.11 1.69  C5 1.511, H13 1.095, H14 1.093, H15 1.097
7 N -0.62 0.46 -0.62  C3 1.492, C4 1.529, C5 1.460
8 H -1.18 -1.46 -0.76  C1 1.086
9 H -0.72 -2.98 -1.48  C1 1.094
10 H -0.41 -2.71 0.25  C1 1.090
11 H 0.88 1.60 -1.86  C4 1.079
12 H -0.48 2.45 0.15  C5 1.091
13 H 0.76 0.11 1.76  C6 1.095
14 H 1.03 1.84 2.10  C6 1.093
15 H -0.58 1.13 2.31  C6 1.097

HOMO energy: -9.5 eV
lowest unoccupied orbital energy: 1.09 eV
SMILES: C/N=C1/[C@@H]2[C@H](C)N12

Listed below, in e, are the natural (NBO) charges computed for each atom:
1. C -0.446
2. N -0.411
3. C 0.388
4. C -0.144
5. C -0.052
6. C -0.628
7. N -0.409
8. H 0.210
9. H 0.203
10. H 0.196
11. H 0.225
12. H 0.208
13. H 0.221
14. H 0.220
15. H 0.220

C) Computed, not measured: a single C5H8N2 molecule, with the ωB97M-V functional and the def2-TZVPD basis.

Last columns: bonded neighbours and bond lengths (Å).
Positions of all 15 atoms, in Å:
1 C 2.53 0.90 -0.10  N2 1.444, H8 1.096, H9 1.103, H10 1.096
2 N 1.33 0.11 0.00  C1 1.444, C7 1.268
3 C -0.57 -2.63 0.14  C4 1.353, H11 1.105
4 C -1.02 -1.35 0.15  C3 1.353, C5 1.335, H12 1.193
5 C -1.07 -0.02 0.00  C4 1.335, N6 1.424, C7 1.471
6 N -2.25 0.77 0.02  C5 1.424, H13 1.013, H14 1.015
7 C 0.21 0.70 -0.07  N2 1.268, C5 1.471, H15 1.104
8 H 3.19 0.45 -0.85  C1 1.096
9 H 2.36 1.96 -0.36  C1 1.103
10 H 3.07 0.86 0.86  C1 1.096
11 H -0.54 -3.06 1.16  C3 1.105
12 H -1.94 -2.10 0.03  C4 1.193
13 H -3.10 0.21 0.01  N6 1.013
14 H -2.29 1.40 -0.78  N6 1.015
15 H 0.11 1.79 -0.20  C7 1.104

HOMO energy: -7.4 eV
lowest unoccupied orbital energy: 0.59 eV

Listed below, in e, are the natural (NBO) charges computed for each atom:
1. C -0.431
2. N -0.405
3. C -0.183
4. C -0.189
5. C -0.028
6. N -0.803
7. C 0.099
8. H 0.206
9. H 0.167
10. H 0.204
11. H 0.177
12. H 0.300
13. H 0.368
14. H 0.367
15. H 0.151

Q: Which of them is the most stable? A: A).